This record from the OMol25 dataset describes a molecular structure, C16H28N5ORu in a non-equilibrium geometry. The level of theory is ωB97M-V/def2-TZVPD.

Cartesian coordinates (Å):
N1 -1.20165 1.55957 -1.85209
N2 -0.55939 -1.13031 -1.73026
H1 -2.01219 1.99808 -1.42897
H2 -1.26590 0.81262 3.50581
C1 0.59555 0.36792 2.46586
C2 2.10309 0.35311 2.77733
H3 -0.52704 2.99241 -3.29212
H4 2.22325 3.24846 -0.49632
H5 0.08391 1.87642 3.92003
H6 2.46325 1.33371 3.08386
H7 1.51029 2.79954 2.01537
H8 -1.77048 1.14691 -3.87697
H9 -0.53711 -4.51212 0.55989
Ru1 -0.24884 0.35566 -0.36207
H10 1.20037 1.23473 -3.14165
H11 1.88450 2.75961 -2.59678
H12 -0.02107 -0.51032 -3.62662
H13 -0.29143 3.41950 -1.59685
C3 -0.94070 -0.68098 -3.06302
O1 -2.40678 0.13040 0.25586
C4 -0.53680 -2.33202 -1.26601
C5 -1.73123 0.63250 -2.91549
C6 -0.30343 -3.54546 0.98158
C7 0.97565 2.47933 1.12052
C8 -0.19072 0.84789 3.68606
C9 0.24189 -1.06234 2.07286
H14 -1.53416 -1.40882 -3.61785
C10 1.98547 2.29729 -0.01952
H15 2.29757 -0.32869 3.60510
H16 2.91298 1.88072 0.36905
H17 2.67883 0.00856 1.91680
H18 2.21096 0.67487 -1.25524
C11 1.14111 1.99584 -2.36422
H19 -0.42020 -3.47374 -3.06921
H20 0.24967 -2.05434 3.98439
H21 -1.93761 -3.65748 -2.18820
N3 1.46542 1.33649 -1.06656
H22 -3.12763 -0.46014 0.00219
C12 0.13157 -2.16448 2.91524
N4 0.27177 1.21696 1.28739
N5 0.09800 -1.23115 0.76338
H23 -0.19888 -4.27599 2.99628
H24 0.03447 0.24243 4.56381
C13 -0.25166 2.59701 -2.31199
H25 -2.57328 0.39893 1.16884
C14 -0.12302 -3.40601 2.35818
H26 0.24894 3.25966 0.88780
H27 -0.47684 -4.45245 -1.60753
C15 -0.85633 -3.54801 -2.07414
H28 -2.75692 0.39829 -2.63109
C16 -0.20724 -2.42056 0.18730

The calculation puts the frontier orbital gap (spin up / spin down) at 7.6 / 7.8 eV. The relative energy (zero: lowest compared OMol25 entry of this formula, charge and spin) is 4.0 kcal per mole. The spin multiplicity is 2. The value obtained for the HOMO energy (spin up / spin down) is -14.21 / -14.77 eV. As for the lowest unoccupied orbital energy (spin up / spin down): -6.606 / -6.987 eV. The value obtained for the total energy is -29113.5129 eV. The net charge is +2.


This record from the OMol25 dataset describes a molecular structure, C16H29AlN2 in a non-equilibrium geometry. The level of theory is ωB97M-V/def2-TZVPD.

Cartesian coordinates (Å):
H1 -1.06485 1.75844 4.94379
H2 2.03805 -0.33136 -3.13191
H3 1.06385 -1.75926 4.94149
H4 -0.94695 0.60694 6.32389
H5 2.56055 3.33384 -0.69931
C1 1.86545 -1.34106 -2.75781
C2 0.45205 -2.16576 -0.75871
H6 -0.87875 -2.75566 1.66559
H7 -1.95035 -3.55406 0.51929
H8 -0.27645 5.13724 -2.50621
C3 -1.06535 0.68364 5.22239
H9 0.14205 3.95754 -0.33511
H10 -2.40645 -2.00836 1.22819
H11 1.79855 -1.99506 -3.63081
H12 2.04215 -0.23736 4.94279
C4 -3.06715 -0.88486 -1.38241
C5 1.74305 2.68214 -1.02981
H13 -3.61305 -1.73166 -1.80721
C6 1.42015 -3.08966 -0.10191
H14 -0.92425 -0.65726 -4.40821
H15 -1.76365 0.58324 -3.48541
H16 2.07015 2.17954 -1.94781
H17 -0.02705 0.68364 -3.72121
C7 0.00005 0.00014 3.05059
C8 -0.63835 -0.80346 -2.28811
H18 1.43105 5.28044 -2.05531
Al1 0.00005 0.00014 -0.21041
H19 0.94075 4.12634 -3.30391
C9 -1.56645 -2.58206 0.83919
C10 0.62835 -1.42616 -1.92681
C11 1.06485 -0.68476 5.22169
C12 -0.84995 -0.00696 -3.53291
H20 2.45115 -2.83656 -0.34481
H21 -3.30155 -0.00996 -1.98741
C13 -0.89855 -1.88346 -0.29971
H22 -0.34475 2.81154 -1.57491
H23 1.59275 1.91544 -0.26201
C14 0.64715 4.57074 -2.34541
H24 -2.04215 0.23594 4.94279
H25 2.75135 -1.63366 -2.19621
C15 -1.60175 -1.15666 -1.34461
C16 0.46425 3.49014 -1.27461
H26 1.25405 -4.12296 -0.41931
N1 0.00005 0.00014 1.78959
H27 1.33125 -3.06566 0.98309
N2 0.00005 0.00014 4.52069
H28 -3.47185 -0.70436 -0.38761
H29 0.94645 -0.60946 6.32309

The calculation puts the frontier orbital gap at 6.3 eV. The value obtained for the HOMO energy is -15.57 eV. As for the lowest unoccupied orbital energy: -9.304 eV. The value obtained for the total energy is -26622.4019 eV. The net charge is +2.


This record from the OMol25 dataset describes a molecular structure, C16H29AsN4O4PdSi2. The level of theory is ωB97M-V/def2-TZVPD.

Cartesian coordinates (Å):
H1 -0.93326 2.06672 1.38712
H2 3.89565 0.73268 0.28328
C1 -0.81383 -2.39769 4.95251
C2 0.66099 -2.76566 1.83997
C3 2.50454 1.72398 1.55260
H3 -1.34447 3.90480 -2.56345
C4 -0.52073 -2.25714 -4.44473
H4 -0.05319 3.46121 -3.71197
C5 -0.44039 3.29531 -2.69928
H5 0.29161 -3.82058 3.44268
N1 3.31293 2.32301 2.48146
H6 2.26284 0.11772 0.06577
C6 -0.12519 -1.64872 2.44301
Pd1 0.27684 -0.10277 -0.77054
H7 3.07661 4.04578 3.75880
C7 1.45708 -3.17783 -2.50490
O1 0.71238 -3.89904 2.52114
H8 -0.93376 2.39440 3.12588
H9 3.15883 -0.30272 1.52711
O2 -0.36443 -3.57292 4.90685
H10 0.99245 -4.16114 -2.65950
N2 -0.33764 -0.45913 1.74769
H11 -1.56351 -3.42724 -1.82528
H12 4.22527 2.00109 2.74657
C8 1.45067 3.42187 2.35334
Si1 -0.81437 1.43805 -2.47626
O3 1.23082 -2.63450 0.78057
H13 -3.17891 1.35289 -1.50671
H14 0.63814 4.12319 2.46996
H15 1.92249 -3.16021 -1.51560
C9 -2.01188 1.12552 -3.93998
H16 -1.03324 -3.23208 -4.41923
N3 1.36979 2.37730 1.45770
Si2 0.17096 -1.80235 -2.70572
N4 -1.18260 -0.29045 3.76419
H17 -2.42808 1.87300 2.32182
H18 -1.27081 -2.17443 -0.60868
H19 -1.63586 0.05033 4.59687
C10 2.64770 3.41160 3.00125
H20 -2.54658 0.17452 -3.82811
H21 -1.45948 1.09049 -4.88413
As1 1.23250 0.31803 -2.95260
H22 2.23753 -3.03837 -3.26301
H23 -2.76061 1.93003 -3.98939
C11 -2.18055 1.49626 -1.07337
C12 -1.34184 1.75250 2.34164
C13 -1.37314 -2.35369 -1.68232
H24 -2.25361 -1.80180 -2.02827
C14 -0.96032 0.33363 2.58454
H25 -2.05421 0.72320 -0.31199
H26 0.32233 3.63326 -1.98784
H27 -2.16551 2.46699 -0.56576
H28 0.30609 -2.31301 -5.16354
O4 -1.34904 -1.81869 5.91555
C15 2.96857 0.50818 0.81828
C16 -0.66825 -1.54996 3.70556
H29 -1.22634 -1.50539 -4.81154

The calculation puts the frontier orbital gap at 4.7 eV. The relative energy (zero: lowest compared OMol25 entry of this formula, charge and spin) is 0.0 kcal per mole. The value obtained for the HOMO energy is -0.24 eV. As for the lowest unoccupied orbital energy: 4.476 eV. The value obtained for the total energy is -111291.6126 eV. The net charge is -2.


This record from the OMol25 dataset describes a molecular structure, C16H29BeBr4Cl3NNa2O3S in a non-equilibrium geometry. The level of theory is ωB97M-V/def2-TZVPD.

Cartesian coordinates (Å):
H1 -6.21328 -2.08469 -0.26678
H2 -2.38848 -2.34380 -1.41780
Br1 1.47058 4.88878 3.19447
C1 3.02019 1.29431 -0.78095
N1 5.30854 0.61487 0.56071
Na1 -0.59945 -1.27878 -3.78612
H3 0.65642 4.54498 5.49542
Cl1 5.23020 -3.39798 2.30191
H4 4.71004 1.94728 2.04234
Br2 -2.55702 -4.23721 -3.23787
H5 -3.96661 -2.99677 -1.73593
H6 0.63215 2.10261 5.67696
H7 7.00767 -0.69585 -0.88252
C2 0.49478 3.96068 4.59092
H8 5.90117 -0.99862 -2.24359
H9 0.89886 2.75186 -0.01422
S1 0.31942 -0.78355 -0.76981
H10 2.05040 2.44847 -2.24405
H11 -5.56414 -0.90488 1.45933
C3 -3.36117 -2.10941 -1.83839
Be1 -3.22231 0.82520 -1.02355
H12 -0.21970 2.34696 -1.33539
Cl2 1.56762 -2.08802 1.61584
H13 -0.55756 3.98668 4.32938
C4 5.04705 0.05703 -0.61972
H14 -7.24967 -1.20674 -1.41072
H15 -0.16010 -1.68840 0.09465
O1 -6.19669 -0.87468 2.18375
Br3 3.86455 -2.31925 0.55135
H16 0.49015 0.69373 1.11461
H17 -6.09506 -2.45905 -2.04660
O2 -3.89328 -1.01926 -1.02987
H18 2.66619 2.58570 0.90836
H19 6.14418 0.35913 1.06896
Cl3 -6.43291 -3.74572 -3.24910
C5 0.58621 1.97619 -0.70776
Na2 2.88198 1.93579 6.45130
C6 3.91230 0.39045 -1.31169
H20 -5.21527 -0.12775 -2.39807
C7 4.46660 1.51417 1.08858
C8 3.32377 1.86518 0.45545
H21 1.58917 0.77589 -2.21695
C9 -5.21315 -0.55258 -1.38828
H22 -2.64638 -2.45617 -3.92577
C10 1.01250 2.55333 4.75037
Br4 0.39260 1.38743 3.33666
C11 5.63300 -2.29181 -0.48048
O3 6.33922 -3.22397 -0.52775
H23 -2.63846 -0.72644 -3.34302
C12 -6.25452 -1.61910 -1.25335
C13 5.99067 -0.95974 -1.16589
C14 1.79134 1.62650 -1.57540
H24 -6.87188 -1.51295 1.93303
H25 -5.43420 0.28438 -0.69750
H26 -4.16690 -1.49562 -3.77593
H27 2.10474 2.50488 4.73450
H28 -0.99271 0.92260 0.23228
C15 -3.19875 -1.67299 -3.30669
H29 3.72133 -0.05789 -2.27010
C16 0.08407 0.78464 0.10647

The calculation puts the frontier orbital gap at 1.5 eV. The value obtained for the HOMO energy is -7.73 eV. As for the lowest unoccupied orbital energy: -6.196 eV. The value obtained for the total energy is -362484.6232 eV. The net charge is +1.


Which value of net charge does entry 2 give?
+2